1.
{"formula": "H4O2", "method": "the ωB97M-V functional and the def2-TZVPD basis", "largest_force_ev_per_a": 2.6, "relative_energy_ev": 0.209, "lumo_energy_ev": 0.5985, "orbital_gap_ev": 11.6, "energy_ev": -4159.730, "smiles": "O.O", "species": ["H", "H", "H", "O", "O", "H"], "coordinates": [[-0.889, 0.315, -0.097], [1.339, 0.866, 0.242], [2.065, -0.501, -0.269], [1.191, -0.017, -0.094], [-1.809, 0.083, -0.144], [-1.897, -0.746, 0.361]]}

---

2.
{"formula": "CH3N3O2S", "method": "the ωB97M-V functional and the def2-TZVPD basis", "largest_force_ev_per_a": 3.4, "relative_energy_ev": 1.299, "lumo_energy_ev": 0.1478, "orbital_gap_ev": 10.6, "energy_ev": -20484.280, "smiles": "N#CNS(N)(=O)=O", "species": ["H", "H", "S", "O", "N", "O", "C", "N", "H", "N"], "coordinates": [[-0.731, 0.198, -1.729], [1.500, -0.377, 0.872], [-0.242, 0.737, 0.517], [-0.643, 0.211, 1.794], [-0.742, -0.258, -0.838], [-0.555, 2.041, 0.080], [-0.887, -1.578, -0.576], [1.341, 0.500, 0.287], [2.021, 1.245, 0.002], [-1.063, -2.719, -0.408]]}